No. 1
{"formula": "C4H13NO2", "method": "wB97M-V/def2-TZVPD", "total_charge": 0, "gap_ev": 9.614, "homo_ev": -8.79, "relative_energy_kcal_mol": 34.8, "symbols": ["O", "O", "N", "C", "C", "C", "C", "H", "H", "H", "H", "H", "H", "H", "H", "H", "H", "H", "H", "H"], "coordinates": [[0.983, 2.219, 2.629], [1.259, 3.697, -0.773], [-0.627, 1.468, -0.394], [-0.097, 0.158, -0.282], [-0.882, -0.853, 0.064], [-0.571, -2.351, 0.103], [0.197, -2.922, -1.084], [1.514, 2.928, -1.283], [-0.319, -2.697, -2.012], [0.768, 1.815, 3.471], [0.946, 0.064, -0.553], [0.305, 3.781, -0.713], [1.268, -2.719, -1.101], [-1.584, -2.716, -0.023], [0.646, 1.664, 1.919], [-0.170, -2.639, 1.071], [-1.598, 1.615, -0.612], [-1.940, -0.657, 0.197], [-0.338, 2.148, 0.293], [0.243, -4.005, -0.917]], "forces_ev_per_angstrom": [[0.19, 0.46, -0.22], [0.65, 0.86, 0.46], [0.38, 0.75, -0.43], [-1.02, 0.38, 0.36], [0.51, -0.86, -0.40], [-0.59, 1.28, -0.87], [0.58, -0.97, 1.00], [-0.62, -0.16, -0.11], [0.26, 0.03, -0.17], [-0.17, -0.29, -0.08], [0.16, -0.11, 0.20], [0.15, -0.44, -0.47], [-0.11, 0.81, -0.23], [-0.07, -0.85, 0.50], [0.01, -0.28, 0.40], [0.02, -0.16, 0.04], [-0.17, -0.64, 0.15], [0.04, 0.37, 0.33], [0.24, -0.12, -0.03], [-0.45, -0.06, -0.39]]}


No. 2
{"formula": "C4H13NO2", "method": "wB97M-V/def2-TZVPD", "total_charge": 1, "spin_multiplicity": 2, "gap_ev": [10.304, 4.083], "homo_ev": [-13.48, -13.48], "relative_energy_kcal_mol": 88.5, "symbols": ["O", "O", "N", "C", "C", "C", "C", "H", "H", "H", "H", "H", "H", "H", "H", "H", "H", "H", "H", "H"], "coordinates": [[0.632, 0.576, 0.185], [2.380, 4.264, -3.697], [0.429, -2.262, -0.527], [-1.809, 0.580, 0.775], [-0.721, -0.191, 0.095], [-0.628, -1.619, 0.472], [-0.081, -1.974, 1.948], [0.721, -2.736, 1.808], [3.263, 3.963, -3.981], [0.511, 1.030, 1.009], [-1.547, -2.077, 0.119], [-1.543, 1.655, 1.122], [-0.650, -0.038, -1.142], [0.474, -1.158, 2.481], [-0.728, -2.380, 2.714], [2.479, 5.188, -3.680], [-2.715, 0.702, 0.033], [0.283, -1.641, -1.331], [1.316, -1.900, -0.115], [-2.065, 0.015, 1.710]], "forces_ev_per_angstrom": [[-1.96, -2.32, 0.37], [0.61, -2.01, -0.23], [-0.71, 5.28, 2.25], [-2.16, 0.93, 0.19], [3.98, 3.63, -4.84], [1.36, -3.04, 1.58], [1.35, 0.18, -0.74], [-0.71, 0.31, 0.12], [-0.60, 0.01, 0.16], [0.55, 0.68, 0.78], [-0.53, -0.21, 0.70], [0.00, -1.86, -0.92], [-1.36, -0.77, 2.82], [-0.70, -0.15, -1.01], [-0.81, -0.09, -0.46], [-0.01, 1.98, 0.08], [1.56, -0.41, 1.80], [0.08, -1.24, -1.43], [0.43, -1.54, -0.41], [-0.37, 0.62, -0.82]]}


No. 3
{"formula": "C4H13NO2", "method": "wB97M-V/def2-TZVPD", "total_charge": 1, "spin_multiplicity": 2, "gap_ev": [9.889, 4.977], "homo_ev": [-13.68, -13.68], "relative_energy_kcal_mol": 38.8, "symbols": ["O", "O", "N", "C", "C", "C", "C", "H", "H", "H", "H", "H", "H", "H", "H", "H", "H", "H", "H", "H"], "coordinates": [[-1.589, 0.082, 0.096], [-4.030, -2.104, 1.227], [1.428, 1.751, 0.782], [0.800, -0.641, 0.349], [1.473, 0.961, -1.555], [-0.580, -0.841, -0.274], [1.656, 0.629, -0.062], [2.223, 2.075, 1.309], [-0.491, -0.866, -1.360], [-0.874, -1.847, 0.051], [-3.561, -1.526, 0.610], [-1.214, 0.633, 0.789], [1.989, 1.855, -1.881], [0.478, 2.035, 0.988], [2.689, 0.310, 0.098], [0.697, -0.691, 1.440], [0.418, 1.029, -1.804], [1.385, -1.491, -0.024], [-4.790, -1.519, 1.381], [1.892, 0.167, -2.162]], "forces_ev_per_angstrom": [[0.59, 0.39, 0.03], [-0.23, 1.01, -0.32], [-0.06, -1.40, -0.68], [-0.87, 0.12, -0.12], [-0.49, 0.20, -0.56], [0.37, -0.45, -0.02], [0.64, -0.67, 0.09], [-0.05, 0.60, 0.44], [-0.18, 0.02, -0.06], [-0.08, 0.05, -0.09], [0.38, -0.35, -0.04], [-0.59, -0.09, 0.21], [0.04, 0.28, 0.31], [0.07, 0.56, 0.06], [0.02, 0.42, 0.00], [0.34, -0.08, -0.16], [-0.07, 0.23, 0.02], [0.16, 0.20, 0.35], [-0.10, -0.59, 0.35], [0.10, -0.45, 0.21]]}


No. 4
{"formula": "C4H13NO3", "method": "wB97M-V/def2-TZVPD", "total_charge": 0, "gap_ev": 8.423, "homo_ev": -7.89, "relative_energy_kcal_mol": 58.1, "symbols": ["O", "O", "O", "N", "C", "C", "C", "C", "H", "H", "H", "H", "H", "H", "H", "H", "H", "H", "H", "H", "H"], "coordinates": [[0.409, -2.400, 0.350], [2.667, -1.328, -1.397], [1.864, 1.692, 1.404], [0.311, 1.471, -1.568], [-2.397, -0.888, 1.560], [-1.224, 0.684, 0.103], [-2.395, -0.065, 0.505], [-0.981, 1.317, -1.045], [2.730, 1.515, 1.009], [-3.332, -1.388, 1.773], [-3.288, 0.028, -0.107], [2.210, -0.593, -1.065], [-1.700, 1.597, -1.801], [0.938, 1.125, -0.856], [0.604, 2.291, -2.065], [-0.384, 0.575, 0.795], [-0.324, -1.781, 0.344], [2.293, -2.127, -1.016], [-1.609, -1.052, 2.275], [1.902, 2.624, 1.419], [0.257, -3.272, 0.701]], "forces_ev_per_angstrom": [[1.46, 0.49, -0.59], [1.59, -1.46, -1.08], [0.64, -1.47, -0.48], [-0.38, -0.76, 1.41], [-1.21, 0.07, -0.21], [0.59, -0.23, 0.55], [0.19, 0.34, 0.16], [0.45, 0.17, -1.62], [-0.10, -0.52, 0.18], [0.05, -0.22, 0.12], [-0.02, -0.09, 0.05], [-1.22, 1.14, 0.81], [-0.68, -0.14, 0.25], [0.62, 0.53, -0.27], [-0.17, 0.27, 0.05], [0.08, -0.05, -0.25], [-0.58, -0.62, 0.31], [-0.40, 0.32, 0.25], [0.42, 0.20, -0.13], [-0.46, 1.94, 0.28], [-0.88, 0.08, 0.24]]}


No. 5
{"formula": "C4H13NO3", "method": "wB97M-V/def2-TZVPD", "total_charge": 0, "gap_ev": 9.407, "homo_ev": -9.10, "relative_energy_kcal_mol": 79.9, "symbols": ["O", "O", "O", "N", "C", "C", "C", "C", "H", "H", "H", "H", "H", "H", "H", "H", "H", "H", "H", "H", "H"], "coordinates": [[-0.859, -2.685, 5.461], [-1.671, -0.108, -2.724], [-1.391, -0.497, 0.605], [0.998, 0.917, -0.534], [2.204, 0.212, -0.103], [1.223, 2.224, -1.149], [-1.081, 0.427, -1.830], [0.385, 0.071, -1.529], [-0.011, -3.078, 5.561], [-0.804, -1.752, 5.382], [1.922, -0.969, 0.165], [2.541, 0.795, 0.756], [-1.458, 1.163, -1.256], [0.971, 0.006, -2.496], [-1.926, -0.823, 1.392], [1.495, 2.198, -2.266], [0.524, 2.966, -0.936], [2.213, 2.662, -0.740], [0.324, -1.027, -1.254], [-0.714, -0.119, 1.163], [2.912, 0.278, -0.806]], "forces_ev_per_angstrom": [[-1.61, -1.10, -0.07], [-0.58, -0.17, -0.26], [-1.38, -0.94, 2.56], [-0.81, -0.90, -0.88], [-3.25, -1.41, 3.68], [4.59, -0.22, -0.50], [2.97, -2.42, -2.27], [-1.01, -1.73, -1.16], [1.09, -0.03, 0.09], [0.52, 1.14, -0.02], [0.91, 3.38, -0.55], [0.34, -0.66, 0.33], [-1.78, 2.77, 2.20], [-0.51, 0.45, 0.61], [0.16, 0.13, -1.88], [-0.83, -0.23, 1.27], [-1.64, 0.86, 0.20], [-1.42, -0.63, -0.23], [0.13, 1.28, 0.29], [1.12, 0.73, -0.48], [2.98, -0.30, -2.91]]}


No. 6
{"formula": "C4H13NO3", "method": "wB97M-V/def2-TZVPD", "total_charge": 0, "gap_ev": 10.369, "homo_ev": -9.80, "relative_energy_kcal_mol": 31.6, "symbols": ["O", "O", "O", "N", "C", "C", "C", "C", "H", "H", "H", "H", "H", "H", "H", "H", "H", "H", "H", "H", "H"], "coordinates": [[-2.097, -1.889, 2.226], [1.530, 0.637, -1.761], [0.184, 0.156, 2.516], [0.842, -1.213, 0.128], [0.082, 0.036, 0.099], [0.431, 0.866, 1.324], [-0.788, 0.486, -2.222], [0.243, 0.875, -1.189], [0.774, -0.608, 2.599], [1.469, 1.196, 1.256], [0.161, 1.926, -0.938], [-1.657, -2.181, 1.422], [0.678, -1.730, -0.730], [-0.961, -0.240, 0.242], [2.083, 1.420, -1.715], [-1.385, -1.542, 2.773], [-0.617, -0.553, -2.513], [-0.730, 1.077, -3.141], [-0.267, 1.702, 1.352], [-1.813, 0.599, -1.864], [1.839, -1.019, 0.139]], "forces_ev_per_angstrom": [[-0.18, -0.19, 0.00], [0.27, -0.08, -0.02], [0.20, -0.18, 0.70], [-0.08, 0.00, -0.06], [0.24, -0.06, 0.25], [-0.35, -0.63, -0.18], [-0.31, 0.02, -0.46], [0.03, -0.34, -0.16], [-0.05, 0.28, -0.39], [0.13, 0.28, 0.09], [-0.16, 0.35, 0.08], [0.11, -0.01, 0.03], [0.02, -0.07, 0.12], [-0.26, 0.04, -0.23], [-0.09, 0.09, 0.06], [0.00, 0.23, -0.11], [-0.12, -0.05, 0.05], [0.27, 0.05, 0.15], [0.28, 0.29, 0.03], [0.10, -0.12, 0.21], [-0.04, 0.11, -0.15]]}


No. 7
{"formula": "C4H13NO3", "method": "wB97M-V/def2-TZVPD", "total_charge": 0, "gap_ev": 10.065, "homo_ev": -9.55, "relative_energy_kcal_mol": 27.6, "symbols": ["O", "O", "O", "N", "C", "C", "C", "C", "H", "H", "H", "H", "H", "H", "H", "H", "H", "H", "H", "H", "H"], "coordinates": [[1.520, -3.206, -0.788], [-0.503, 1.165, -2.036], [-2.795, -1.917, -1.919], [-0.198, 0.913, 0.209], [-1.555, 0.455, 0.397], [0.202, 1.267, -1.049], [0.679, 0.869, 1.388], [2.151, 1.221, 1.124], [0.306, 1.622, 2.085], [-1.588, -0.633, 0.392], [-2.440, -1.288, -2.571], [2.725, 1.084, 2.036], [0.848, -3.792, -0.448], [1.207, 1.686, -1.099], [-3.313, -1.378, -1.332], [-2.186, 0.835, -0.398], [1.427, -2.391, -0.314], [2.552, 0.474, 0.432], [2.311, 2.216, 0.729], [0.635, -0.109, 1.869], [-1.982, 0.907, 1.293]], "forces_ev_per_angstrom": [[0.50, -0.44, -0.54], [0.07, 0.09, 0.06], [0.46, 0.02, -0.67], [0.60, 0.04, -0.27], [-0.18, 0.33, -0.03], [-0.52, -0.27, 0.36], [0.33, 1.15, -0.28], [-0.32, -1.15, -0.26], [-0.22, -0.20, 0.29], [-0.25, -0.07, 0.24], [-0.07, -0.31, 0.36], [-0.10, 0.22, 0.19], [-0.34, -0.18, 0.14], [0.22, -0.04, 0.00], [-0.34, 0.31, 0.33], [0.15, -0.10, -0.39], [-0.18, 0.64, 0.38], [0.16, 0.26, -0.17], [-0.03, 0.15, 0.00], [-0.19, -0.08, -0.09], [0.22, -0.37, 0.34]]}


No. 8
{"formula": "C4H13NO3", "method": "wB97M-V/def2-TZVPD", "total_charge": 0, "gap_ev": 8.924, "homo_ev": -8.42, "relative_energy_kcal_mol": 63.5, "symbols": ["O", "O", "O", "N", "C", "C", "C", "C", "H", "H", "H", "H", "H", "H", "H", "H", "H", "H", "H", "H", "H"], "coordinates": [[1.444, -6.939, -1.900], [-1.554, -1.079, 0.315], [-4.529, 1.107, -0.523], [-0.632, 1.963, 0.510], [0.778, 1.962, 0.693], [1.554, 1.075, -0.211], [1.268, 2.543, 1.806], [2.770, 0.607, 0.055], [3.502, 1.151, 0.637], [3.010, -0.360, -0.372], [-1.510, -0.866, -0.622], [2.332, 2.677, 1.949], [0.504, -7.125, -1.791], [0.675, 3.050, 2.551], [1.473, -6.002, -2.120], [-4.459, 0.229, -0.165], [-0.820, 2.253, -0.438], [0.886, 0.472, -0.820], [-4.392, 1.075, -1.474], [-1.125, 2.504, 1.193], [-1.173, -0.299, 0.727]], "forces_ev_per_angstrom": [[-0.21, 0.07, -0.02], [-0.07, -0.25, -0.22], [-0.10, 0.95, -0.09], [0.83, -0.97, -0.89], [0.06, 1.15, 1.73], [-0.92, -0.54, 1.12], [0.63, 0.22, -0.87], [-0.14, 0.10, -0.86], [-0.14, -0.29, 0.33], [0.54, 0.31, -0.22], [-0.05, -0.07, 0.03], [0.07, -0.53, 0.11], [0.15, -0.03, 0.01], [-0.39, 0.08, -0.19], [0.06, -0.04, 0.02], [0.19, -0.63, -0.03], [-0.59, 0.06, -0.03], [0.20, -0.01, -0.23], [-0.02, -0.31, 0.14], [-0.11, 0.35, 0.03], [0.02, 0.39, 0.13]]}


No. 9
{"formula": "C4H13NO3", "method": "wB97M-V/def2-TZVPD", "total_charge": 0, "gap_ev": 10.622, "homo_ev": -9.83, "relative_energy_kcal_mol": 53.6, "symbols": ["O", "O", "O", "N", "C", "C", "C", "C", "H", "H", "H", "H", "H", "H", "H", "H", "H", "H", "H", "H", "H"], "coordinates": [[0.300, -0.820, -0.150], [-2.304, 1.426, -0.640], [-5.386, 0.593, -2.323], [1.418, -0.916, 1.930], [0.956, -2.165, 2.580], [1.865, 0.978, -1.245], [1.993, 0.771, 0.277], [1.123, -0.450, 0.630], [-1.471, 0.755, -0.684], [2.189, -0.478, 2.281], [0.944, 1.257, -1.679], [-0.076, -2.047, 2.598], [2.612, 1.828, -1.457], [-6.243, 0.683, -2.657], [2.269, 0.168, -1.860], [1.332, -2.408, 3.575], [-2.829, 1.307, -1.462], [1.214, -3.085, 1.907], [3.109, 0.306, 0.491], [1.838, 1.732, 0.898], [-4.854, 0.565, -3.010]], "forces_ev_per_angstrom": [[-1.28, -1.40, -0.29], [2.50, -2.15, -0.66], [-2.07, 0.04, 5.81], [-1.99, -1.47, -1.80], [1.44, -1.16, -2.59], [3.53, 1.79, 0.03], [2.00, -1.26, 0.08], [1.11, 1.49, 2.77], [-3.09, 2.19, -0.09], [2.26, 1.11, 1.21], [-1.28, 0.32, 0.15], [-1.98, -0.42, 0.33], [-1.18, -0.92, 0.01], [-1.97, 0.22, -0.65], [-0.21, -0.25, 0.53], [0.26, 0.78, -0.17], [0.69, -0.15, 0.85], [-0.50, 1.57, 1.13], [-2.41, 1.72, -0.50], [0.11, -1.76, -0.92], [4.06, -0.27, -5.23]]}


No. 10
{"formula": "C4H13NO3", "method": "wB97M-V/def2-TZVPD", "total_charge": 1, "spin_multiplicity": 2, "gap_ev": [8.632, 4.261], "homo_ev": [-13.82, -13.81], "relative_energy_kcal_mol": 74.6, "symbols": ["O", "O", "O", "N", "C", "C", "C", "C", "H", "H", "H", "H", "H", "H", "H", "H", "H", "H", "H", "H", "H"], "coordinates": [[-0.337, 0.784, 3.008], [-1.426, 1.136, 0.543], [2.814, 0.918, 2.958], [-0.319, 1.851, -1.396], [-0.826, 0.779, -0.493], [-0.725, -0.734, -0.832], [-0.716, -0.956, -2.364], [0.459, -1.327, -0.163], [-1.023, 2.519, -1.551], [-0.621, -2.169, -2.388], [-1.666, -0.772, -2.830], [0.467, -2.480, -0.317], [2.513, 1.099, 2.059], [1.380, -1.181, -0.811], [-1.557, -1.236, -0.336], [0.583, -1.364, 0.870], [0.035, 1.495, -2.158], [-0.099, -0.103, 2.648], [0.205, -0.668, -2.846], [2.101, 1.450, 3.490], [-1.242, 0.959, 2.909]], "forces_ev_per_angstrom": [[2.68, -1.08, -0.28], [0.98, -0.81, -2.21], [-2.38, 1.56, 1.24], [-2.88, -2.20, 7.71], [-0.10, 3.93, -0.80], [-0.33, -0.27, -0.07], [0.17, -4.12, 1.49], [2.75, -3.35, -3.24], [-0.82, 1.47, 0.01], [-0.33, 2.73, -0.09], [-0.08, 0.61, -0.44], [-0.84, 1.56, -0.07], [0.27, -0.03, -0.03], [-0.59, 0.67, 1.46], [-0.57, 0.58, -0.35], [0.29, 1.10, 1.79], [2.32, -2.45, -5.21], [-0.63, 1.05, 0.72], [-0.02, 0.65, -0.29], [2.04, -1.56, -1.24], [-1.95, -0.04, -0.11]]}


No. 11
{"formula": "C4H13NO3", "method": "wB97M-V/def2-TZVPD", "total_charge": 1, "spin_multiplicity": 2, "gap_ev": [9.073, 4.648], "homo_ev": [-13.10, -13.10], "relative_energy_kcal_mol": 48.2, "symbols": ["O", "O", "O", "N", "C", "C", "C", "C", "H", "H", "H", "H", "H", "H", "H", "H", "H", "H", "H", "H", "H"], "coordinates": [[1.516, -0.921, 1.807], [3.145, 1.390, -5.844], [1.178, -0.437, -1.707], [-1.150, -0.066, 1.209], [-0.844, -1.069, 2.163], [-2.499, 0.412, 1.043], [-2.614, 1.923, 1.234], [0.584, -1.636, 1.849], [0.513, -2.721, 1.658], [-3.647, 2.182, 0.975], [-0.954, -0.671, 3.185], [2.422, 0.854, -5.497], [0.883, 0.303, -1.165], [-0.440, 0.680, 1.314], [-3.167, -0.190, 1.660], [-2.425, 2.185, 2.273], [3.644, 1.574, -5.031], [-2.755, 0.191, 0.016], [0.344, -0.889, -1.886], [-1.922, 2.472, 0.591], [-1.548, -1.904, 2.083]], "forces_ev_per_angstrom": [[0.80, 0.33, -0.17], [0.00, -0.08, 0.78], [-0.63, 0.01, 0.41], [0.41, 1.35, 2.40], [-0.52, -1.48, -0.72], [-0.06, -0.09, -0.62], [-0.18, -0.23, 0.16], [-1.23, -0.19, 0.50], [0.65, 0.01, -0.01], [0.32, 0.14, 0.08], [0.52, 0.13, -0.05], [-0.05, -0.01, -0.31], [0.40, 0.19, -0.14], [-0.06, -0.25, -0.95], [0.06, 0.09, 0.06], [-0.04, 0.11, 0.05], [0.05, 0.08, -0.47], [-0.31, -0.14, -0.63], [0.22, -0.19, -0.34], [-0.15, -0.07, -0.02], [-0.20, 0.27, -0.01]]}


No. 12
{"formula": "C4H13NO3", "method": "wB97M-V/def2-TZVPD", "total_charge": 1, "spin_multiplicity": 2, "gap_ev": [10.377, 4.824], "homo_ev": [-14.13, -14.11], "relative_energy_kcal_mol": 57.4, "symbols": ["O", "O", "O", "N", "C", "C", "C", "C", "H", "H", "H", "H", "H", "H", "H", "H", "H", "H", "H", "H", "H"], "coordinates": [[1.867, -0.633, -1.959], [-0.978, -1.452, -2.035], [-2.148, -1.765, 0.916], [-1.310, 1.242, 1.264], [0.548, -0.077, 0.347], [-0.175, 0.449, 1.610], [1.450, 1.040, -0.345], [2.249, 0.390, -1.430], [3.296, 0.625, -1.636], [-0.041, -1.274, -2.171], [-0.405, -0.438, 2.256], [-1.834, -1.733, -0.008], [-1.136, 1.897, 0.497], [0.584, 0.986, 2.255], [-0.076, -0.507, -0.464], [-1.813, 1.734, 2.000], [1.881, 1.694, 0.400], [-1.450, -2.109, -2.566], [1.144, -0.890, 0.773], [-2.257, -0.821, 1.059], [0.602, 1.640, -0.761]], "forces_ev_per_angstrom": [[-0.64, 0.62, -0.08], [-1.26, 0.47, 1.07], [0.42, 0.55, -0.58], [2.06, 1.38, 1.34], [1.13, 0.30, 0.19], [-0.09, -1.41, -1.44], [-3.19, -0.40, 0.64], [0.92, -1.59, 0.15], [0.04, 0.98, 0.05], [0.18, -0.85, -0.95], [-0.48, 0.71, -0.17], [-0.04, -0.63, 0.00], [-0.47, -0.54, -0.56], [-0.74, 0.32, -0.21], [-0.03, 0.34, 1.23], [-0.61, -0.53, 0.24], [0.99, -0.04, -0.14], [1.10, 0.25, -0.19], [0.22, 0.01, -0.46], [-0.54, -0.08, 0.34], [1.02, 0.14, -0.49]]}